Record 1
46
Properties=species:S:1:pos:R:3 method="wB97M-V/def2-TZVPD" energy_ev=-50831.11620 lumo_ha="-0.161 / -0.299" charge=+1 spin_multiplicity=2 max_force_ev_per_a=6.157
C 0.43079 -2.61419 -0.78298
C -0.58082 -1.46048 -1.28331
O -1.38116 -1.37424 -0.24056
O -0.55018 -0.67484 -2.16174
C 1.80263 -1.88533 -0.45621
S 1.76523 -0.05720 -0.22512
S 3.61949 0.71707 0.22005
C 4.18107 0.33279 1.78171
H -0.04125 -3.28739 0.14891
H 0.63591 -3.06017 -1.82095
H -1.68487 -0.26232 -0.20325
H 1.96856 -2.30829 0.48272
H 2.55293 -2.22546 -1.09834
H 4.33097 1.21059 2.55190
H 3.60485 -0.47422 2.25973
H 5.12646 -0.11855 1.56183
H -0.50369 -3.07403 2.46536
H -0.55307 -4.46266 2.78151
O 0.01861 -3.80968 2.65728
H -1.69128 3.93213 -2.14815
H -1.48944 4.51785 -0.67253
O -2.11958 4.42203 -1.44970
H 1.36373 3.71704 -0.38135
H 0.48786 3.96522 -1.55023
O 0.53308 4.03438 -0.58814
H -4.13627 -0.09958 2.52619
H -2.73784 0.30505 2.97521
O -3.18510 0.01042 2.23471
H -2.46931 -2.26273 2.23368
H -1.26333 -1.31734 2.59969
O -1.94964 -1.91924 3.03919
H 2.69942 3.16716 -3.06091
H 3.05791 1.66354 -2.86094
O 2.57059 2.39289 -3.60632
H -0.61079 2.81548 -4.25001
H -0.96399 2.21047 -2.82470
O -0.86939 3.08411 -3.36571
H 2.83651 -2.69801 3.04225
H 3.37697 -3.11014 1.74905
O 3.53374 -2.50613 2.38611
H -2.24322 1.94004 -0.15292
H -3.22709 0.77952 -0.65216
O -2.34183 1.11981 -0.70798
H -4.52144 -0.39419 -1.84325
H -4.77084 -0.79042 -0.34941
O -4.61188 -0.09076 -0.96022

***

Record 2
41
Properties=species:S:1:pos:R:3 method="wB97M-V/def2-TZVPD" energy_ev=-23016.32348 lumo_ha="-0.109 / -0.397" charge=+1 spin_multiplicity=2 relative_energy_ev=2.8262 max_force_ev_per_a=11.544
C -2.05103 -0.68158 2.53230
C -3.34866 0.94861 -0.01668
C -2.86205 -0.49742 0.03665
C -3.12979 -1.06848 1.48253
H -2.27571 0.24338 2.95245
H -1.05013 -0.53896 2.14101
H -1.94281 -1.41938 3.24538
H -4.01165 1.23208 -0.84946
H -2.68532 1.73166 0.17893
H -4.06396 1.10422 0.83196
H -1.87323 -0.78194 -0.28416
H -3.43201 -1.08058 -0.68852
H -4.03504 -0.77397 1.81692
H -3.06501 -2.22458 1.42347
H 2.16354 0.63585 0.56266
H 3.51980 0.85754 0.98747
O 2.83885 0.16499 1.10490
H 2.52322 -1.70498 0.09157
H 1.80089 -1.64007 1.38630
O 1.85370 -1.94056 0.52462
H 0.24842 -0.78837 3.94034
H 1.69956 -0.68295 3.72960
O 0.92279 -1.06762 3.25452
H 0.13394 1.78308 1.46174
H 0.10460 2.56810 -0.03217
O -0.05747 2.72324 1.01937
H 2.16896 -0.98569 -2.98952
H 1.20794 -0.38615 -2.09137
O 2.12903 -0.30792 -2.26044
H 2.30426 2.72768 -0.81715
H 1.99422 2.50857 0.69320
O 2.57086 2.53179 -0.00177
H -0.30208 2.54748 -2.92837
H 0.77747 1.43160 -2.73552
O 0.06815 2.02770 -2.27279
H -0.85356 0.16647 -2.80341
H -0.53794 -1.37744 -2.75353
O -0.54533 -0.61827 -3.21911
H -0.80171 -3.03978 -1.49996
H 0.47906 -2.53228 -0.82625
O -0.01142 -2.48677 -1.69336

***

Record 3
50
Properties=species:S:1:pos:R:3 method="wB97M-V/def2-TZVPD" energy_ev=-58799.92096 lumo_ha=-0.004 spin_multiplicity=1 max_force_ev_per_a=2.927
O 0.34649 -1.37785 2.53673
S 0.53105 -1.26967 1.16954
O -0.25250 -2.07969 0.36227
F 2.00521 -1.76183 0.89732
N 0.65449 0.27868 0.69713
Cl 0.80661 0.42989 -0.99995
C -0.24217 1.27712 1.34286
C -1.68777 0.91097 1.58418
C -2.47259 0.44350 0.36246
C -3.57182 -0.53339 0.73754
O -3.11118 -1.49555 1.67314
H 0.21358 1.53877 2.28147
H -0.18341 2.15582 0.73071
H -2.15482 1.82753 1.92348
H -1.80593 0.22295 2.40438
H -2.96955 1.30245 -0.06852
H -1.86187 -0.01472 -0.40313
H -4.38361 0.01970 1.19728
H -3.93744 -1.03345 -0.14638
H -3.10477 -2.38398 1.29228
O 3.15664 -2.67329 3.45240
H 3.71058 -3.45969 3.39502
H 2.78256 -2.56067 2.57000
O 1.34221 0.61488 -4.53702
H 1.53393 0.36018 -3.62960
H 2.00597 0.14620 -5.06547
O -0.19100 1.89658 -6.84578
H 0.19747 1.54839 -6.03159
H 0.48587 1.75920 -7.51605
O 1.61284 3.45242 1.58574
H 2.27531 2.75410 1.68849
H 2.00309 4.07249 0.96088
O -3.37602 -2.82944 4.66863
H -2.63560 -3.43692 4.77281
H -3.08362 -2.21304 3.98421
O -2.53132 3.28628 -8.28088
H -3.00208 2.64820 -8.82663
H -2.03279 2.74432 -7.65365
O 3.88765 1.77929 3.05656
H 4.05687 1.47239 3.95292
H 4.47293 1.23495 2.51491
O -6.16713 -3.20483 3.05980
H -5.24666 -3.17533 3.34915
H -6.64734 -2.75714 3.76398
O 3.79437 0.02116 -5.93957
H 4.51287 -0.61118 -5.83041
H 4.12582 0.66184 -6.57815
O 5.46256 -0.41755 3.16201
H 4.78634 -1.11046 3.19816
H 5.88968 -0.46059 4.02432